A 3-piece molecular cluster, C16H36ClN2 overall, computed with ωB97M-V/def2-TZVPD.

The geometry in XYZ format:
```
55
Properties=species:S:1:pos:R:3
Cl 1.10974 0.84403 -1.12441
C -7.65769 4.21994 1.15564
C -7.00466 2.95382 0.56951
C -5.59059 3.28211 0.17149
N -4.77180 2.18637 -0.48713
C -5.37527 1.89033 -1.83697
C -3.25814 2.52015 -0.60354
C -2.59945 1.15756 -0.73079
C -3.50714 0.16859 0.00451
C -4.78800 0.90559 0.36941
H -7.10372 4.75024 1.93185
H -8.59076 3.95414 1.65073
H -7.82439 4.93922 0.35257
H -7.58052 2.55765 -0.26432
H -7.07932 2.26177 1.41049
H -4.97572 3.60890 1.01527
H -5.44669 4.15379 -0.47273
H -5.01651 0.93073 -2.21287
H -4.99558 2.62877 -2.53918
H -6.45556 1.78737 -1.83569
H -3.06286 3.00126 -1.55849
H -2.97666 3.01428 0.31986
H -2.43091 0.75114 -1.72420
H -1.62658 1.20790 -0.23951
H -3.73948 -0.64473 -0.68303
H -2.98448 -0.26860 0.85246
H -5.71953 0.34815 0.30393
H -4.76420 1.25002 1.40528
C 6.95676 -4.78819 -0.28423
C 5.64428 -4.00845 -0.07449
C 5.83775 -2.58953 0.54279
N 4.50198 -1.87418 0.82370
C 3.75718 -2.55090 1.94408
C 3.70053 -1.84351 -0.45191
C 4.39947 -0.84293 -1.36948
C 5.17155 0.09826 -0.45008
C 4.82125 -0.38592 0.96959
H 7.76131 -4.24273 -0.77084
H 6.77769 -5.74290 -0.77434
H 7.23268 -5.06625 0.73752
H 4.98721 -4.69416 0.46337
H 5.16372 -3.94420 -1.05351
H 6.37248 -2.00287 -0.19889
H 6.50239 -2.68311 1.40041
H 2.94818 -1.86455 2.18443
H 4.43829 -2.66746 2.78126
H 3.40344 -3.47090 1.49063
H 2.67169 -1.52084 -0.25558
H 3.51853 -2.84418 -0.84213
H 3.60009 -0.37444 -1.93919
H 5.13725 -1.47236 -1.87325
H 4.62780 1.03427 -0.59096
H 6.23274 0.22797 -0.63319
H 3.96936 0.14692 1.38392
H 5.68087 -0.39330 1.64025
```

Total charge   +1
Frontier orbital gap   7.5 eV
E_LUMO   -1.785 eV
Relative energy (zero: lowest compared OMol25 entry of this formula, charge and spin)   1.3951 eV
Highest occupied orbital energy   -9.32 eV
E_tot   -1200.65330 Eh

C21H23N5O4S2 in the gas phase, computed with ωB97M-V/def2-TZVPD.

The geometry in XYZ format:
```
55
Properties=species:S:1:pos:R:3
N -6.65918 -1.13150 -1.72693
C -7.41939 -0.41821 -0.88191
O -8.31461 0.32140 -1.22079
C -7.07288 -0.64957 0.58966
H -7.90835 -0.32712 1.20989
H -6.81545 -1.68873 0.78526
S -5.66812 0.36993 1.13800
C -4.34040 -0.58760 0.56406
N -4.41015 -1.66812 -0.17540
N -3.15942 -2.09054 -0.40086
C -2.33364 -1.28579 0.21031
N -3.04053 -0.29521 0.85356
C -2.54253 0.88687 1.51653
C -1.40079 1.49084 0.73828
C -0.19475 1.79167 1.35441
C 0.85854 2.30234 0.61704
C 0.71411 2.51708 -0.74237
C -0.49106 2.23112 -1.36086
C -1.54461 1.72314 -0.62391
H -2.48423 1.50250 -1.11035
H -0.61225 2.40613 -2.41905
H 1.53441 2.91431 -1.32052
H 1.79346 2.52640 1.10727
H -0.07722 1.62616 2.41521
H -3.37841 1.59261 1.58173
H -2.22797 0.64021 2.53563
C -0.88229 -1.40258 0.19960
C -0.14501 -1.29538 1.37764
C 1.23333 -1.37686 1.33773
C 1.86648 -1.56922 0.12535
C 1.14853 -1.71402 -1.04575
C -0.23166 -1.63489 -1.00985
H -0.81806 -1.74890 -1.90770
H 1.68165 -1.89799 -1.96522
S 3.65398 -1.62418 0.10649
O 4.11381 -2.32795 1.26633
O 4.08537 -2.07281 -1.18811
N 3.97971 0.01118 0.34629
C 3.98219 0.79985 -0.87085
H 3.18029 0.43112 -1.51026
C 5.33352 0.70691 -1.58791
H 5.37874 1.40811 -2.42298
O 6.38852 1.06170 -0.71991
C 6.42217 0.21822 0.41076
H 7.26941 0.54998 1.01305
C 5.11477 0.31155 1.20025
H 5.10754 -0.41000 2.01581
H 4.98087 1.32449 1.59311
H 6.57352 -0.82634 0.09951
H 5.47122 -0.31917 -1.95452
H 3.78008 1.83882 -0.59215
H 1.83214 -1.30644 2.23115
H -0.65061 -1.17210 2.32302
H -6.80633 -1.01811 -2.71645
H -5.84846 -1.64528 -1.38828
```

Frontier orbital gap   8.7 eV
E_LUMO   -0.058 eV
SMILES   NC(=O)CSc1nnc(-c2ccc(S(=O)(=O)N3CCOCC3)cc2)n1Cc1ccccc1
Relative energy (zero: lowest compared OMol25 entry of this formula, charge and spin)   0.0000 eV
Highest occupied orbital energy   -8.79 eV
E_tot   -2185.15796 Eh

A 4-piece molecular cluster, H8O4 overall, computed with ωB97M-V/def2-TZVPD.

The geometry in XYZ format:
```
12
Properties=species:S:1:pos:R:3
H -0.50190 1.40329 0.97029
H 0.21230 1.21247 -0.35769
H -3.52482 -0.35386 0.62447
H -3.70152 -0.15703 -0.87222
H -1.36257 -1.46753 -0.39742
H -0.09038 -0.66189 -0.19119
H 4.05024 -0.35158 0.12573
H 5.51327 -0.59045 -0.20974
O -0.51728 1.69188 0.05080
O -4.07218 0.10573 -0.02218
O -0.89555 -0.93961 0.25999
O 4.89041 0.10858 0.01917
```

Frontier orbital gap   11.1 eV
E_LUMO   -0.054 eV
SMILES   O.O.O.O
Relative energy (zero: lowest compared OMol25 entry of this formula, charge and spin)   1.4642 eV
Highest occupied orbital energy   -11.20 eV
E_tot   -305.72540 Eh